1.
ORCA calculation (ωB97M-V/def2-TZVPD) on one molecule with the formula C4H7FO.

Geometry as XYZ:
```
13
Properties=species:S:1:pos:R:3:forces:R:3
H 1.515325 -0.997896 1.330511 -0.941 0.400 -0.874
O 1.093487 1.314104 -0.161708 0.320 2.799 1.227
C 0.580125 -0.942357 0.713061 1.428 0.037 0.651
H -0.138324 -1.577782 -1.264783 1.078 0.679 -0.049
C 0.228882 0.250004 -0.118106 -1.514 0.941 1.584
C -1.225423 0.776812 -0.024797 1.396 -0.526 -2.102
H -0.253890 -1.424161 1.182329 -0.295 -0.430 -0.068
H -1.387472 1.477610 -0.890440 -0.007 -0.346 1.031
H 0.795385 2.035354 0.499710 0.785 -1.884 -1.489
C 0.665326 -0.946862 -0.812592 -1.512 -1.462 -0.171
F -2.096075 -0.260600 -0.138078 -0.927 -0.996 -0.342
H -1.417801 1.165584 0.944978 0.116 1.040 0.789
H 1.640449 -0.869809 -1.260083 0.072 -0.252 -0.187
```
Forces are in eV/Å.

Properties
2S+1 = 1
max |F| = 3.1 eV Å⁻¹
ΔE to the lowest compared entry with this formula, charge and spin = 133.3 kJ/mol
Kohn-Sham gap = 10.4 eV
SMILES = OC1(CF)CC1
total energy = -331.65858 hartree

Results of the Löwdin charge analysis, in e, for atoms 1 through 2: 0.122 -0.001

***

2.
ORCA calculation (ωB97M-V/def2-TZVPD) on one molecule with the formula C4H7FO.

Geometry as XYZ:
```
13
Properties=species:S:1:pos:R:3:forces:R:3
H 0.614778 -0.067264 -2.830044 -0.255 0.540 -0.215
H -0.683398 0.644366 2.897367 -0.129 0.067 1.576
H -0.857045 -0.824623 -0.440500 -0.151 -0.034 -0.957
C 0.014719 -0.177844 -0.402261 1.312 -2.238 2.293
C 1.269684 -0.741524 -1.126704 -1.259 1.366 0.142
F -1.787668 1.252566 1.378608 -0.305 0.105 -0.698
C 0.191812 -0.091543 1.142834 -2.443 1.481 -0.214
H 2.023488 0.031041 -0.910912 0.420 -0.583 -0.095
H -0.184618 0.799253 -0.727481 -0.513 1.282 -0.764
H 1.546552 -1.726181 -0.766843 0.151 0.019 0.090
H 0.906870 -0.615821 1.758501 0.301 -0.073 -0.307
C -0.758668 0.564723 1.859162 2.490 -1.220 -1.225
O 1.052138 -0.854593 -2.528218 0.381 -0.710 0.373
```
Forces are in eV/Å.

Properties
2S+1 = 1
max |F| = 3.5 eV Å⁻¹
ΔE to the lowest compared entry with this formula, charge and spin = 123.0 kJ/mol
Kohn-Sham gap = 10.5 eV
SMILES = OCC/C=C\F
total energy = -331.66247 hartree

Results of the Löwdin charge analysis, in e, for atoms 1 through 2: 0.069 0.086

***

3.
ORCA calculation (ωB97M-V/def2-TZVPD) on one molecule with the formula C4H7FOS2.

Geometry as XYZ:
```
15
Properties=species:S:1:pos:R:3:forces:R:3
H -0.589797 2.194968 0.702072 0.156 0.014 -0.211
C 0.236183 -0.382618 0.996020 -0.407 -0.307 0.226
H -0.506663 2.266731 -1.095609 -0.014 0.064 0.169
H 0.090684 0.064313 1.968714 0.046 0.375 -0.048
H 1.687536 -1.380613 0.334422 0.837 -0.165 -1.010
S 1.267173 -0.035977 -1.579779 -0.066 -0.144 -0.315
C 0.136891 0.417833 -0.264026 1.130 0.266 -0.361
F 1.215661 2.548079 -0.126663 0.288 -0.151 0.191
H -1.887244 -0.000181 0.463262 -0.152 0.387 0.182
O 1.095750 -1.464922 1.068327 -0.770 0.086 0.950
C -0.004023 1.915315 -0.187694 -1.202 -0.058 -0.064
H 0.381132 -0.798019 -2.248641 0.178 -0.053 0.069
H -0.722661 -2.771384 0.412620 -0.117 0.197 -0.423
C -1.000738 -0.487504 0.104063 -0.125 -0.234 0.793
S -1.399884 -2.086021 -0.547088 0.219 -0.277 -0.149
```
Forces are in eV/Å.

Properties
2S+1 = 1
max |F| = 1.3 eV Å⁻¹
ΔE to the lowest compared entry with this formula, charge and spin = 6.7 kJ/mol
Kohn-Sham gap = 9.9 eV
SMILES = O[C@@H]1[C@H](S)[C@@]1(S)CF
total energy = -1128.04360 hartree

Results of the Löwdin charge analysis, in e, for atoms 1 through 2: 0.134 -0.355

***

4.
ORCA calculation (ωB97M-V/def2-TZVPD) on one molecule with the formula C4H7FS.

Geometry as XYZ:
```
13
Properties=species:S:1:pos:R:3:forces:R:3
C -2.353276 0.678865 0.023512 -1.367 -1.711 0.187
H -0.058069 0.644894 0.827096 0.536 -0.750 -0.194
S -1.472422 -0.852200 -0.317513 0.397 0.545 0.138
C 2.537047 -0.564643 0.019799 -1.273 -2.737 -0.039
H -3.416632 0.455057 -0.015045 -0.111 0.079 0.003
H -2.123502 1.049601 0.992375 0.258 0.263 0.889
F 2.976234 0.593631 -0.334587 0.522 2.688 -0.345
C 1.250687 -0.922870 0.027199 1.308 -1.435 0.890
H 3.353447 -1.241818 0.205473 0.041 -0.360 0.037
H -2.138245 1.393441 -0.703838 0.414 1.240 -1.239
H 1.068774 -2.018150 0.225048 0.155 1.395 -0.032
C 0.116232 -0.005720 -0.061792 -0.748 2.105 -1.221
H 0.259721 0.789915 -0.887728 -0.132 -1.322 0.926
```
Forces are in eV/Å.

Properties
2S+1 = 1
max |F| = 3.0 eV Å⁻¹
ΔE to the lowest compared entry with this formula, charge and spin = 138.8 kJ/mol
Kohn-Sham gap = 9.7 eV
SMILES = CSC/C=C\F
total energy = -654.61210 hartree

Results of the Löwdin charge analysis, in e, for atoms 1 through 2: -0.429 0.085

***

5.
ORCA calculation (ωB97M-V/def2-TZVPD) on one molecule with the formula C4H7I.

Geometry as XYZ:
```
12
Properties=species:S:1:pos:R:3:forces:R:3
H 1.340155 -1.432407 1.061149 2.285 -3.151 3.976
H -2.216360 0.461835 0.042880 -0.705 0.340 0.295
H 1.585395 1.187343 1.277162 -0.312 0.037 0.392
H -1.761688 -0.913997 -0.882252 1.337 1.059 0.964
H 1.034755 1.356528 -0.490371 0.488 -1.359 1.538
H -1.168221 0.742306 -1.235928 0.544 0.007 -0.169
C -0.289585 0.020908 0.628979 1.804 -0.576 -0.627
I -1.254283 -0.263999 2.889105 -0.449 -0.192 1.362
C 1.024505 0.721058 0.481813 -0.423 0.582 -1.726
H 0.903627 -1.137006 -0.590411 0.474 -0.730 -0.563
C -1.329810 0.050711 -0.408104 -1.961 -0.662 -1.084
C 0.977800 -0.803737 0.419990 -3.082 4.645 -4.357
```
Forces are in eV/Å.

Properties
2S+1 = 3
max |F| = 7.1 eV Å⁻¹
ΔE to the lowest compared entry with this formula, charge and spin = 58.4 kJ/mol
Kohn-Sham gap (alpha / beta) = 7.2 / 6.4 eV
total energy = -454.10924 hartree

Results of the Löwdin charge analysis, in e, for atoms 1 through 2: 0.020 0.028

***

6.
ORCA calculation (ωB97M-V/def2-TZVPD) on one molecule with the formula C4H7I2P.

Geometry as XYZ:
```
14
Properties=species:S:1:pos:R:3:forces:R:3
H -1.513861 1.679512 -1.465068 0.246 -0.079 -0.038
I -3.647306 0.221473 -0.046540 0.615 0.044 0.235
H 1.050965 -1.912855 0.089926 0.959 0.266 1.071
H 0.500988 2.377512 0.756157 -0.251 0.947 -0.036
H 1.373958 0.180391 1.958755 -0.984 1.167 -1.787
I 3.046149 0.355225 -0.090255 0.305 0.219 -0.048
C 0.302466 1.434655 0.314305 -1.994 -0.230 0.038
H -1.150061 -1.638573 -1.010627 1.640 1.647 -0.538
C 1.004723 0.342229 0.865556 3.180 -4.389 1.861
H 0.276835 -0.576219 -1.701679 1.965 -0.016 -2.629
H -0.280212 -1.393590 1.283971 1.136 0.355 -1.759
C -0.330218 -0.812908 -0.927644 -4.317 -0.894 4.388
C 0.452531 -1.071943 0.426218 -2.510 0.859 -0.184
P -1.086953 0.815095 -0.453080 0.010 0.103 -0.574
```
Forces are in eV/Å.

Properties
2S+1 = 1
max |F| = 6.2 eV Å⁻¹
ΔE to the lowest compared entry with this formula, charge and spin = 177.6 kJ/mol
Kohn-Sham gap = 7.1 eV
SMILES = I[C@H]1C=[P@H](I)CC1
total energy = -1093.27806 hartree

Results of the Löwdin charge analysis, in e, for atoms 1 through 2: -0.033 0.141

***

7.
ORCA calculation (ωB97M-V/def2-TZVPD) on one molecule with the formula C4H7IN2.

Geometry as XYZ:
```
14
Properties=species:S:1:pos:R:3:forces:R:3
N -1.146444 -1.457686 1.125238 1.204 3.649 0.506
C -1.577433 -1.574223 -0.259270 2.419 0.291 -0.051
H -0.609600 -1.707797 -0.871201 -1.729 -0.106 0.066
C 0.195464 0.463214 0.293839 -1.679 0.396 -4.870
C 1.247094 1.409611 0.258116 0.702 3.002 -3.570
N 0.120243 -0.250509 1.285773 -3.135 -4.297 1.681
H 1.221114 2.079251 -1.791765 -0.847 -0.231 -0.169
H -2.093132 -0.646211 -0.553565 0.133 -0.390 0.107
H 1.750168 1.508653 1.134932 1.445 0.431 2.526
I -0.305095 -3.009016 2.037340 0.303 -0.798 0.015
H -0.467702 0.387965 -0.703562 1.402 0.123 2.282
H 2.342099 2.973292 -0.826255 0.607 0.210 0.825
C 1.589880 2.216807 -0.792044 -0.683 -1.787 0.793
H -2.266656 -2.393351 -0.337576 -0.140 -0.494 -0.141
```
Forces are in eV/Å.

Properties
2S+1 = 1
max |F| = 5.6 eV Å⁻¹
ΔE to the lowest compared entry with this formula, charge and spin = 403.0 kJ/mol
Kohn-Sham gap = 8.8 eV
SMILES = C=C/C=N/N(C)I
total energy = -563.65920 hartree

Results of the Löwdin charge analysis, in e, for atoms 1 through 2: -0.686 -0.276

***

8.
ORCA calculation (ωB97M-V/def2-TZVPD) on C4H7IN2O as an isolated structure.

Geometry as XYZ:
```
15
Properties=species:S:1:pos:R:3:forces:R:3
N 1.892839 0.442435 0.099876 0.192 0.166 -0.575
C -1.379205 1.113080 -0.128360 -0.692 1.909 -1.838
C -1.136895 0.076229 0.618695 -1.541 -0.863 1.139
H -0.114561 -1.072847 -1.424758 -3.720 -2.417 1.651
H 0.545385 -0.515789 1.764382 -0.810 -0.296 0.755
H 0.341172 0.171654 -2.557865 0.153 -1.374 0.144
H -1.084738 -0.310791 2.760937 1.017 0.285 -0.634
N 1.027425 0.537819 -0.761053 -0.629 0.510 0.356
H 1.482462 -1.158961 -1.983702 0.303 -0.131 -0.216
H 2.376675 -0.450977 0.041427 0.456 -1.014 0.053
C 0.641129 -0.523765 -1.729806 4.264 4.221 -1.978
O -1.598931 1.979438 -0.897643 0.389 -1.464 1.438
H 0.029578 1.123485 2.104528 -1.185 -2.056 0.079
C -0.404795 0.035731 1.941753 1.084 1.956 -0.617
I -2.617533 -1.446743 0.151591 0.719 0.569 0.243
```
Forces are in eV/Å.

Properties
2S+1 = 1
max |F| = 6.3 eV Å⁻¹
ΔE to the lowest compared entry with this formula, charge and spin = 351.0 kJ/mol
Kohn-Sham gap = 8.1 eV
total energy = -638.91910 hartree

Results of the Löwdin charge analysis, in e, for atoms 1 through 2: 0.058 -0.363

***

9.
ORCA calculation (ωB97M-V/def2-TZVPD) on a 2-piece molecular cluster, C4H7INO2 overall.

Geometry as XYZ:
```
15
Properties=species:S:1:pos:R:3:forces:R:3
H -1.173911 -0.374874 2.681206 -0.008 -0.026 0.574
C 0.897767 0.500442 -1.886900 3.580 0.014 2.693
H 1.563505 1.267924 -2.332756 -0.146 -0.200 0.466
H -3.068652 -0.552772 2.533465 0.303 0.370 0.206
H 1.150951 -0.445196 -2.371405 -0.236 -0.161 0.340
H -1.041799 0.293106 0.234621 0.019 0.129 1.081
H -0.047131 0.792011 -2.031740 -3.756 0.848 -1.551
C 1.426061 1.528694 0.275276 -0.688 -2.481 -0.026
O 1.356622 1.184359 1.669668 -0.042 -1.056 -0.113
N 0.932178 0.437437 -0.342894 0.829 0.532 -2.333
O 1.883296 2.600019 -0.106923 -0.125 -0.010 0.429
H 1.119685 0.187974 1.594644 0.547 2.492 0.007
I -3.645441 0.338365 -0.323535 -0.390 0.064 -0.235
C -2.101789 -0.226985 2.154769 0.529 -0.007 -1.854
C -1.941110 0.157354 0.880502 -0.416 -0.509 0.316
```
Forces are in eV/Å.

Properties
2S+1 = 1
max |F| = 4.5 eV Å⁻¹
Kohn-Sham gap = 6.4 eV
charge = -1
total energy = -659.54184 hartree

Results of the Löwdin charge analysis, in e, for atoms 1 through 2: 0.040 -0.141

***

10.
ORCA calculation (ωB97M-V/def2-TZVPD) on C4H7KO2 as an isolated structure.

Geometry as XYZ:
```
14
Properties=species:S:1:pos:R:3:forces:R:3
H -1.045589 -2.394823 -3.033152 -0.106 -0.174 0.108
H 0.143106 -2.325945 1.058410 -0.626 0.167 0.356
H -2.890740 -3.725311 -0.969899 0.198 0.299 0.004
H -2.074854 -3.948216 -4.420985 0.042 -0.046 -0.029
C -2.407090 -2.842541 -1.413632 -1.009 0.647 -0.335
O -2.541719 -3.714776 -3.614825 -0.199 0.075 0.198
H -0.900321 -4.050571 -2.384666 -0.140 0.221 -0.005
C -0.843196 -2.253956 0.619672 -0.960 0.926 -3.444
C -1.617892 -3.257626 -2.653033 0.542 0.111 -0.101
H -1.259440 0.093470 0.114055 1.741 0.756 4.220
H -3.217552 -2.158080 -1.711789 0.171 -0.285 -0.142
C -1.565091 -2.182715 -0.410518 2.153 -1.748 3.440
O -0.825225 0.316291 1.140995 -1.751 -0.700 -4.260
K 0.153259 2.695069 2.083091 -0.056 -0.250 -0.009
```
Forces are in eV/Å.

Properties
2S+1 = 2
max |F| = 4.7 eV Å⁻¹
ΔE to the lowest compared entry with this formula, charge and spin = 126.4 kJ/mol
Kohn-Sham gap (alpha / beta) = 8.9 / 7.0 eV
charge = +1
total energy = -906.63198 hartree

Results of the Löwdin charge analysis, in e, for atoms 1 through 2: 0.123 0.060

***

11.
ORCA calculation (ωB97M-V/def2-TZVPD) on C4H7MgO3 as an isolated structure.

Geometry as XYZ:
```
15
Properties=species:S:1:pos:R:3:forces:R:3
H 1.481310 1.336361 -0.678418 -0.098 -0.153 -0.362
H 1.411499 1.057591 -2.594538 -0.009 -0.164 0.331
C -1.098061 0.030398 0.164633 -0.877 0.902 -0.471
C 0.892775 -1.408602 -0.415770 1.710 2.856 -2.753
H -2.034897 -0.525810 0.263262 0.170 0.116 -0.103
Mg 0.204498 -2.904092 1.469967 0.542 0.444 -0.918
H -0.992249 0.368468 -0.871177 0.090 -0.172 0.211
O 1.416332 -0.624883 -1.420036 -1.191 -3.520 2.406
C -0.978650 1.145714 1.165247 -0.007 0.027 0.165
C 1.302646 0.726374 -1.564729 -0.091 1.057 0.277
H 0.056060 1.494582 1.267908 -0.252 0.000 -0.076
O -0.050882 -0.987008 0.417095 -0.104 -0.819 0.892
H -1.355819 0.836653 2.147770 0.105 0.180 -0.177
H -1.591129 1.982128 0.802946 0.121 -0.173 0.196
O 1.336568 -2.527872 -0.154159 -0.108 -0.581 0.383
```
Forces are in eV/Å.

Properties
2S+1 = 2
max |F| = 4.4 eV Å⁻¹
ΔE to the lowest compared entry with this formula, charge and spin = 0.0 kJ/mol
Kohn-Sham gap (alpha / beta) = 4.3 / 8.4 eV
charge = +2
total energy = -581.68079 hartree

Results of the Löwdin charge analysis, in e, for atoms 1 through 2: 0.107 0.120

***

12.
ORCA calculation (ωB97M-V/def2-TZVPD) on C4H7N as an isolated structure.

Geometry as XYZ:
```
12
Properties=species:S:1:pos:R:3:forces:R:3
H -0.876134 -1.105440 0.467684 0.089 0.063 -0.066
C -0.026236 -0.610093 -0.012302 -0.054 -0.085 -0.040
C 1.124646 -0.455120 0.981773 0.059 0.034 0.045
C -0.479223 0.740637 -0.529908 0.443 0.066 0.434
N -2.253557 0.821933 -1.055700 0.395 -0.226 -0.601
H -0.803181 1.391058 0.285121 0.031 -0.083 -0.112
C -1.514272 0.436365 -1.906780 -0.617 0.201 0.353
H 1.988012 0.036060 0.519452 -0.112 -0.063 0.054
H 0.285253 1.279102 -1.091579 -0.164 -0.065 0.022
H 1.454605 -1.433769 1.344662 -0.063 0.154 -0.063
H 0.824489 0.140575 1.851038 0.033 -0.076 -0.117
H 0.275597 -1.241308 -0.853460 -0.038 0.080 0.090
```
Forces are in eV/Å.

Properties
2S+1 = 1
max |F| = 0.8 eV Å⁻¹
ΔE to the lowest compared entry with this formula, charge and spin = 247.1 kJ/mol
Kohn-Sham gap = 11.9 eV
total energy = -211.26654 hartree

Results of the Löwdin charge analysis, in e, for atoms 1 through 2: 0.112 -0.289